# 1
{
  "formula": "C4H8O2",
  "method": "the ωB97M-V functional and the def2-TZVPD basis",
  "symbols": ["C", "C", "O", "C", "O", "C", "H", "H", "H", "H", "H", "H", "H", "H"],
  "xyz": [[-1.864, -0.294, 0.777], [-1.053, -0.275, -0.502], [0.209, -0.927, -0.294], [1.198, -0.149, -0.833], [1.318, 0.021, -2.017], [2.041, 0.504, 0.230], [-2.284, -1.280, 0.992], [-1.234, 0.008, 1.620], [-2.681, 0.429, 0.686], [-1.571, -0.742, -1.343], [-0.840, 0.760, -0.788], [1.453, 0.650, 1.139], [2.434, 1.456, -0.130], [2.875, -0.162, 0.463]],
  "mulliken_charge": [-1.00, -0.32, -0.33, 0.65, -0.53, -0.82, 0.27, 0.27, 0.33, 0.31, 0.33, 0.25, 0.31, 0.28],
  "e_above_lowest_kj_mol": 83.2,
  "homo_energy_ev": -10.45,
  "homo_lumo_gap_ev": 11.4,
  "smiles": "CCOC(C)=O",
  "total_charge": 0,
  "energy_ha": -307.6807
}



# 2
{
  "formula": "C3H9N3O",
  "method": "the ωB97M-V functional and the def2-TZVPD basis",
  "symbols": ["O", "C", "N", "C", "N", "C", "N", "H", "H", "H", "H", "H", "H", "H", "H", "H"],
  "xyz": [[-0.501, -1.167, 0.873], [-1.174, -0.264, 0.403], [-2.307, 0.295, 0.818], [-0.752, 0.621, -0.712], [0.496, 0.877, -0.989], [1.626, 0.342, -0.221], [1.672, 0.951, 1.099], [-2.368, 1.263, 1.133], [-1.912, -3.580, -1.306], [-1.876, -3.385, -0.569], [-1.430, 1.183, -1.330], [0.703, 1.764, -1.431], [2.529, 0.576, -0.781], [1.535, -0.737, -0.171], [2.616, 0.918, 1.463], [1.143, 0.343, 1.720]],
  "mulliken_charge": [-0.60, 0.44, -0.79, 0.01, -0.15, -0.52, -0.65, 0.20, 0.11, -0.11, 0.43, 0.30, 0.41, 0.37, 0.25, 0.29],
  "e_above_lowest_kj_mol": 433.1,
  "homo_energy_ev": -7.95,
  "homo_lumo_gap_ev": 7.3,
  "total_charge": 0,
  "energy_ha": -359.0795
}



# 3
{
  "formula": "C58H76BCl2F10NO9",
  "method": "the ωB97M-V functional and the def2-TZVPD basis",
  "symbols": ["C", "C", "C", "N", "C", "C", "C", "C", "C", "C", "H", "H", "H", "H", "H", "H", "H", "H", "H", "H", "H", "H", "H", "H", "H", "H", "H", "H", "H", "H", "B", "F", "F", "F", "F", "C", "Cl", "Cl", "H", "H", "C", "C", "O", "C", "O", "O", "C", "H", "H", "H", "H", "H", "H", "H", "H", "C", "C", "O", "C", "O", "O", "C", "H", "H", "H", "H", "H", "H", "H", "H", "C", "C", "O", "C", "O", "O", "C", "H", "H", "H", "H", "H", "H", "H", "H", "F", "C", "C", "C", "C", "C", "C", "H", "H", "H", "H", "H", "F", "C", "C", "C", "C", "C", "C", "H", "H", "H", "H", "H", "F", "C", "C", "C", "C", "C", "C", "H", "H", "H", "H", "H", "F", "C", "C", "C", "C", "C", "C", "H", "H", "H", "H", "H", "F", "C", "C", "C", "C", "C", "C", "H", "H", "H", "H", "H", "F", "C", "C", "C", "C", "C", "C", "H", "H", "H", "H", "H"],
  "xyz": [[1.795, -1.222, -2.107], [1.056, -1.146, -0.754], [0.369, 0.164, -0.621], [-0.240, 0.465, 0.754], [0.900, 0.761, 1.761], [0.444, 0.687, 3.276], [-0.395, -0.586, 3.690], [-1.624, -0.668, 2.743], [-1.177, -0.746, 1.228], [-1.141, 1.703, 0.633], [1.149, -1.165, -2.983], [2.269, -2.200, -2.186], [2.619, -0.516, -2.217], [1.686, -1.461, 0.078], [0.304, -1.929, -0.848], [-0.456, 0.195, -1.333], [0.878, 1.102, -0.842], [1.622, -0.041, 1.607], [1.364, 1.714, 1.504], [1.273, 0.693, 3.984], [-0.073, 1.586, 3.614], [0.270, -1.447, 3.625], [-0.734, -0.487, 4.721], [-2.308, -1.452, 3.068], [-2.220, 0.237, 2.863], [-0.591, -1.656, 1.101], [-1.990, -0.780, 0.502], [-1.547, 1.965, 1.610], [-1.775, 1.525, -0.235], [-0.517, 2.524, 0.279], [5.182, 5.334, -0.744], [5.158, 5.132, -2.088], [6.109, 6.290, -0.300], [4.013, 5.837, -0.310], [5.335, 4.088, -0.136], [3.615, -8.279, -2.729], [1.897, -8.560, -2.327], [4.366, -9.829, -2.676], [3.647, -7.865, -3.737], [4.057, -7.620, -1.981], [-3.028, 6.324, 7.767], [-1.518, 6.391, 7.926], [-1.015, 5.240, 8.612], [-0.963, 5.073, 9.949], [-1.076, 5.935, 10.809], [-0.560, 3.813, 10.181], [-0.343, 3.342, 11.465], [-3.562, 6.118, 8.695], [-3.433, 5.466, 7.231], [-3.471, 7.105, 7.149], [-1.318, 7.287, 8.514], [-1.044, 6.482, 6.949], [0.012, 4.133, 12.126], [0.462, 2.610, 11.530], [-1.294, 3.033, 11.900], [-6.532, 0.539, -5.121], [-6.118, -0.886, -4.633], [-5.114, -1.385, -5.416], [-4.328, -2.381, -5.012], [-4.203, -2.854, -3.825], [-3.829, -2.953, -6.088], [-3.253, -4.247, -6.164], [-7.517, 0.742, -4.700], [-6.707, 0.553, -6.196], [-5.790, 1.313, -4.929], [-6.997, -1.519, -4.754], [-5.824, -0.854, -3.584], [-4.046, -4.969, -5.970], [-2.400, -4.119, -5.498], [-2.857, -4.513, -7.144], [7.354, -0.035, -10.121], [7.227, -1.409, -9.394], [6.622, -2.362, -10.142], [6.046, -3.414, -9.534], [5.883, -3.664, -8.347], [5.707, -4.331, -10.502], [5.159, -5.593, -10.192], [7.914, 0.616, -9.450], [6.414, 0.443, -10.398], [7.970, -0.171, -11.009], [6.599, -1.188, -8.532], [8.145, -1.852, -9.009], [4.108, -5.335, -10.062], [5.704, -5.995, -9.338], [5.255, -6.258, -11.050], [-7.813, -1.477, 2.683], [-8.308, -0.547, 3.436], [-8.433, 0.763, 2.947], [-8.786, 1.781, 3.778], [-9.162, 1.533, 5.130], [-9.140, 0.203, 5.605], [-8.682, -0.828, 4.784], [-8.125, 0.981, 1.935], [-8.708, 2.718, 3.247], [-9.471, 2.298, 5.827], [-9.473, -0.040, 6.603], [-8.630, -1.860, 5.096], [0.489, 0.406, -8.512], [0.087, 1.600, -8.082], [-1.225, 1.960, -8.134], [-1.568, 3.231, -7.577], [-0.581, 4.074, -7.043], [0.751, 3.695, -7.075], [1.085, 2.483, -7.651], [-1.937, 1.242, -8.516], [-2.614, 3.496, -7.615], [-0.733, 5.015, -6.535], [1.418, 4.375, -6.567], [2.073, 2.050, -7.705], [8.479, -3.825, -1.015], [9.175, -2.954, -0.298], [10.198, -3.315, 0.575], [10.938, -2.332, 1.156], [10.685, -0.970, 0.962], [9.597, -0.623, 0.141], [8.881, -1.623, -0.535], [10.423, -4.364, 0.701], [11.800, -2.547, 1.770], [11.113, -0.142, 1.507], [9.360, 0.421, -0.004], [8.063, -1.495, -1.230], [-0.613, -6.597, 3.286], [-1.830, -6.505, 3.765], [-2.075, -6.380, 5.110], [-3.319, -6.364, 5.681], [-4.438, -6.657, 4.822], [-4.241, -6.824, 3.453], [-2.949, -6.759, 2.905], [-1.264, -6.233, 5.808], [-3.425, -6.158, 6.736], [-5.387, -6.658, 5.337], [-5.074, -7.010, 2.790], [-2.818, -6.885, 1.841], [4.891, -3.832, 3.840], [5.233, -3.563, 5.123], [4.795, -4.339, 6.241], [4.965, -3.908, 7.517], [5.663, -2.687, 7.708], [6.143, -1.962, 6.624], [5.873, -2.377, 5.328], [4.277, -5.250, 5.980], [4.572, -4.422, 8.382], [5.893, -2.446, 8.735], [6.757, -1.077, 6.713], [6.198, -1.801, 4.474], [-4.829, 7.277, -2.092], [-5.833, 8.143, -1.767], [-6.661, 8.609, -2.794], [-7.709, 9.494, -2.556], [-7.936, 9.985, -1.220], [-7.007, 9.573, -0.241], [-5.982, 8.618, -0.483], [-6.490, 8.179, -3.770], [-8.437, 9.672, -3.333], [-8.776, 10.622, -0.984], [-7.086, 10.086, 0.706], [-5.341, 8.431, 0.366]],
  "mulliken_charge": [-1.55, -0.29, -0.74, 0.04, -0.59, -0.78, -0.65, -0.74, -0.66, -0.98, 0.35, 0.40, 0.40, 0.42, 0.32, 0.47, 0.50, 0.36, 0.45, 0.41, 0.39, 0.33, 0.37, 0.43, 0.30, 0.40, 0.46, 0.38, 0.38, 0.40, 0.62, -0.38, -0.42, -0.39, -0.43, -0.20, -0.16, -0.13, 0.24, 0.24, -1.17, -0.11, -0.31, 0.73, -0.56, -0.30, -0.71, 0.30, 0.33, 0.38, 0.29, 0.27, 0.33, 0.26, 0.29, -1.14, -0.24, -0.22, 0.78, -0.63, -0.32, -0.60, 0.36, 0.32, 0.31, 0.28, 0.31, 0.28, 0.30, 0.22, -1.16, -0.23, -0.23, 0.75, -0.57, -0.33, -0.60, 0.37, 0.29, 0.32, 0.30, 0.32, 0.27, 0.30, 0.21, -0.29, 0.37, -0.43, -0.25, -0.53, -0.27, -0.42, 0.37, 0.33, 0.37, 0.37, 0.38, -0.30, 0.39, -0.42, -0.36, -0.42, -0.36, -0.44, 0.43, 0.35, 0.37, 0.38, 0.39, -0.30, 0.53, -0.54, -0.21, -0.63, -0.33, -0.45, 0.40, 0.34, 0.37, 0.42, 0.40, -0.28, 0.14, -0.22, -0.45, -0.35, -0.47, -0.24, 0.35, 0.39, 0.35, 0.37, 0.41, -0.29, 0.27, -0.39, -0.40, -0.33, -0.46, -0.31, 0.38, 0.39, 0.34, 0.36, 0.44, -0.30, 0.48, -0.39, -0.30, -0.55, -0.23, -0.50, 0.37, 0.34, 0.38, 0.33, 0.38],
  "homo_energy_ev": -8.94,
  "homo_lumo_gap_ev": 8.3,
  "total_charge": 0,
  "energy_ha": -4931.4651
}



# 4
{
  "formula": "C3H8NO3",
  "method": "the ωB97M-V functional and the def2-TZVPD basis",
  "symbols": ["O", "C", "N", "C", "O", "C", "H", "H", "H", "H", "H", "H", "H", "H", "O"],
  "xyz": [[0.343, 2.141, -0.785], [0.841, 1.051, -0.434], [0.063, -0.015, -0.321], [-1.489, 0.056, -0.147], [-1.969, -1.170, 0.076], [2.421, 0.871, -0.726], [0.471, -0.950, 0.006], [-1.612, 0.528, -1.257], [-1.738, 0.558, 0.784], [2.814, 1.821, -0.198], [2.985, 0.017, -0.387], [2.414, 0.755, -1.741], [-0.274, -3.027, 1.617], [-0.932, -1.787, 1.269], [-0.274, -2.181, 1.959]],
  "mulliken_charge": [-0.68, 0.55, -0.12, -0.34, -0.92, -0.99, 0.24, 0.21, 0.27, 0.24, 0.34, 0.27, 0.28, 0.35, -0.71],
  "e_above_lowest_kj_mol": 257.4,
  "homo_energy_ev": -3.64,
  "homo_lumo_gap_ev": 7.6,
  "total_charge": -1,
  "energy_ha": -399.5798
}